This record from OMol25 describes a structure of composition C23H43N2OP3PtS. The level of theory is the ωB97M-V functional and the def2-TZVPD basis.

Positions of all 74 atoms, in Å:
Pt1 -0.03456 1.01632 0.09775
P1 2.01753 1.21704 1.12814
P2 -2.10647 2.03601 0.08276
P3 0.69590 1.94685 -1.90582
H1 0.97340 -4.03188 -0.23078
C1 1.96416 -3.55547 -0.24405
C2 2.56056 -3.18346 0.89548
H2 2.09578 -3.38758 1.86538
C3 2.41283 0.13907 2.54141
C4 2.04221 2.88132 1.90234
C5 3.57897 1.15700 0.17674
C6 -3.36429 1.11471 -0.85365
C7 -2.85908 2.19691 1.73829
C8 -2.11234 3.77752 -0.49128
C9 1.96762 0.85176 -2.64230
C10 1.55879 3.55125 -1.67182
C11 -0.45437 2.38769 -3.28546
H3 2.46540 -3.49512 -1.22118
H4 3.54164 -2.69673 0.90053
H5 2.14343 -0.90352 2.34508
H6 1.90050 0.49129 3.44232
H7 3.49489 0.19485 2.71570
H8 1.12153 3.04703 2.47449
H9 2.12740 3.67356 1.14973
H10 2.89958 2.93583 2.58589
H11 3.63754 0.23639 -0.41357
H12 4.40631 1.15117 0.89893
H13 3.71417 2.01614 -0.48921
H14 -4.26504 1.74133 -0.94684
H15 -3.61172 0.21242 -0.27810
H16 -2.99376 0.81267 -1.84388
H17 -3.80482 2.75346 1.66436
H18 -2.18227 2.73065 2.41793
H19 -3.06033 1.19274 2.12668
H20 -3.10914 4.20219 -0.30059
H21 -1.89003 3.84331 -1.56083
H22 -1.37088 4.36042 0.07128
H23 1.62519 0.51590 -3.62715
H24 2.14120 -0.04189 -2.03252
H25 2.91140 1.40822 -2.72846
H26 1.63773 4.03287 -2.65747
H27 2.56427 3.42938 -1.25431
H28 0.98052 4.20586 -1.00964
H29 -0.42138 1.62173 -4.07220
H30 -0.13001 3.35300 -3.70627
H31 -1.49597 2.49767 -2.96458
C12 -0.86637 -1.79266 -3.87200
C13 -1.90334 -1.79684 -4.84935
C14 -1.92053 -2.76488 -5.84732
C15 -0.90638 -3.73601 -5.91727
C16 0.10540 -3.76198 -4.94060
C17 0.14150 -2.79700 -3.94069
S1 -0.89580 -0.71606 -2.57956
H32 -0.53996 0.66254 2.21344
H33 -2.67933 -1.03676 -4.76078
H34 -2.74922 -2.78450 -6.55990
H35 -0.92141 -4.49019 -6.70734
H36 0.86881 -4.54503 -4.95966
H37 0.89098 -2.80236 -3.15209
N1 -1.45783 -4.29720 4.84876
C18 -0.99352 -3.59857 3.75785
O1 -0.61442 -4.14133 2.72813
C19 -0.94879 -2.10829 3.97149
C20 -0.89778 -1.52359 5.25923
C21 -0.78500 -0.13884 5.40087
C22 -0.74633 0.63917 4.25665
N2 -0.76394 0.04844 3.03190
C23 -0.79968 -1.30299 2.84997
H38 -1.60232 -5.29041 4.74366
H39 -1.90510 -3.82659 5.62462
H40 -0.91196 -2.13551 6.16698
H41 -0.76814 0.35895 6.36657
H42 -0.67701 1.72460 4.24393
H43 -0.66656 -1.68397 1.83322

Forces on the atoms, in the same order (eV/Å):
0.0 -0.7 -1.3
1.6 1.4 1.6
-1.2 1.6 1.1
0.9 1.1 -1.3
0.5 0.1 0.1
-0.1 0.0 0.1
-0.2 0.2 -0.3
0.1 0.1 -0.3
-0.4 -0.4 0.1
-0.2 -0.1 -0.2
-0.2 -0.2 -0.6
0.3 -0.4 -0.1
0.2 -0.3 0.0
0.3 -0.3 -0.1
0.0 -0.1 -0.1
-0.1 0.0 0.2
-0.2 -0.1 0.0
-0.1 0.1 0.5
-0.2 -0.4 0.0
0.1 0.1 0.0
0.1 -0.1 -0.2
-0.2 0.0 -0.1
0.2 0.0 -0.1
0.0 -0.2 0.2
-0.1 0.0 -0.2
0.1 0.1 0.2
-0.3 0.1 0.0
-0.1 -0.2 0.2
0.3 -0.1 0.0
0.0 0.2 -0.2
-0.3 0.2 0.3
0.2 -0.1 0.0
-0.2 0.0 -0.2
-0.1 0.2 0.1
0.2 -0.2 -0.1
-0.1 0.1 0.3
-0.2 -0.1 -0.1
0.2 0.2 0.1
0.0 0.2 -0.1
-0.3 -0.2 -0.2
0.1 -0.1 0.3
-0.3 0.0 -0.1
0.1 0.0 -0.2
0.1 0.3 0.2
-0.1 -0.4 0.1
0.2 -0.1 -0.1
-0.1 -0.7 -0.4
-0.5 -0.2 -0.7
-0.6 1.0 0.6
-0.1 -0.2 0.0
0.7 0.5 1.0
0.4 -0.9 -0.3
-0.2 -0.6 -0.3
-0.5 -0.6 0.5
0.0 -0.3 -0.3
0.3 0.1 0.2
0.0 0.2 0.2
-0.3 0.3 0.0
0.0 -0.2 -0.3
0.3 1.1 -1.0
-0.4 -2.1 0.8
-0.2 1.3 0.6
0.5 0.4 0.1
0.0 0.1 -0.4
-0.3 0.3 -0.4
-0.1 -0.4 -0.3
0.5 -0.4 0.6
-0.1 0.8 0.7
0.1 -0.1 0.0
0.0 -0.4 -0.2
0.0 0.2 -0.4
0.1 -0.2 -0.1
0.0 -0.2 0.2
-0.2 0.0 0.4

As for the HOMO energy (alpha / beta): -0.710 / -0.711 hartree. For the HOMO-LUMO gap (alpha / beta), the calculation gives 7.74 / 4.60 eV. The spin multiplicity is 5. For the energy above the lowest of the compared OMol25 structures with the same formula, charge and spin, the calculation gives 0.199 eV. The calculation puts the molar mass at 683.7 u. As for the expectation value of S²: 6.03. The total energy is -71483.4350 eV. As for the total charge: +4. The largest force on an atom is 2.64 eV/A.

---

This record from OMol25 describes a structure of composition C3H2GdO3. The level of theory is the ωB97M-V functional and the def2-TZVPD basis.

Positions of all 9 atoms, in Å:
O1 -2.75640 3.97170 1.09127
C1 -2.22231 3.04401 0.76271
O2 -0.84254 -1.21921 -0.56759
C2 0.34733 -1.79487 -0.71641
C3 1.46621 -1.10701 -0.20376
O3 1.30442 0.15171 0.30057
H1 0.94225 -2.58535 0.11445
Gd1 -0.67187 0.88943 -0.10607
H2 2.43291 -1.35041 -0.67517

Forces on the atoms, in the same order (eV/Å):
0.3 -0.5 -0.2
-0.5 0.9 0.3
1.8 -2.4 -0.7
-0.6 1.0 3.0
0.4 4.3 -2.5
0.9 -3.4 -0.4
-1.6 -0.2 -0.9
-0.4 0.7 0.0
0.0 -0.4 1.3

As for the HOMO energy (alpha / beta): -0.509 / -0.432 hartree. For the HOMO-LUMO gap (alpha / beta), the calculation gives 9.08 / 5.61 eV. The spin multiplicity is 8. For the energy above the lowest of the compared OMol25 structures with the same formula, charge and spin, the calculation gives 1.740 eV. The calculation puts the molar mass at 243.3 u. As for the expectation value of S²: 16.74. The total energy is -30110.1658 eV. As for the total charge: +1. The largest force on an atom is 4.96 eV/A.

---

This record from OMol25 describes a structure of composition C33H45BrN3O2RhSi. The level of theory is the ωB97M-V functional and the def2-TZVPD basis.

Positions of all 86 atoms, in Å:
Rh1 0.58285 -0.28545 -1.50584
O1 0.63075 1.65495 -1.47494
C1 1.50955 2.55445 -1.76444
C2 1.16855 3.91815 -1.77154
C3 2.11465 4.90355 -1.96214
C4 3.45305 4.56555 -2.16234
C5 3.82975 3.24575 -2.18924
C6 2.89025 2.20745 -2.01644
C7 3.29125 0.86315 -2.09264
N1 2.50685 -0.20455 -1.98614
C8 3.15725 -1.48805 -2.16414
C9 2.10805 -2.52325 -2.56054
N2 0.83205 -2.17365 -1.96724
C10 -0.04385 -3.17245 -1.84944
C11 -1.40705 -3.05785 -1.54474
C12 -2.20825 -4.20915 -1.40074
C13 -3.55935 -4.12305 -1.17214
C14 -4.17865 -2.87345 -1.11094
C15 -3.43155 -1.72255 -1.25414
C16 -2.03395 -1.76155 -1.42974
O2 -1.33925 -0.67695 -1.46314
H1 0.13685 4.18115 -1.59334
H2 1.81765 5.94235 -1.93934
H3 4.18795 5.34435 -2.29704
H4 4.86745 2.98125 -2.34144
H5 4.35255 0.68475 -2.26154
H6 3.64835 -1.78475 -1.22574
H7 3.93505 -1.41595 -2.93424
H8 2.42535 -3.52895 -2.25444
H9 1.98745 -2.53475 -3.65604
H10 0.33185 -4.17825 -2.01974
H11 -1.73585 -5.17855 -1.47864
H12 -4.14705 -5.01825 -1.05674
H13 -5.24235 -2.80865 -0.94704
H14 -3.90685 -0.75525 -1.18764
Br1 -2.84045 0.29295 -4.69604
C17 -3.21265 1.49725 -3.27824
C18 -4.50335 1.97635 -3.10424
C19 -4.71055 2.85265 -2.04954
C20 -3.63775 3.18935 -1.23494
C21 -2.39835 2.63735 -1.51594
N3 -2.18885 1.81325 -2.52624
H15 -5.30285 1.66985 -3.76144
H16 -5.69515 3.26155 -1.86644
H17 -3.75635 3.86405 -0.40284
H18 -1.53295 2.85405 -0.91034
C22 2.77355 -2.05275 1.87526
C23 1.26265 -2.06855 2.10546
C24 0.71935 -3.30025 1.37606
C25 1.02195 -2.27495 3.60136
Si1 0.44385 -0.36165 1.39636
C26 1.48785 1.24015 2.04836
C27 1.80055 1.22715 3.54636
C28 0.70575 2.52055 1.74096
C29 2.82425 1.33555 1.30736
C30 -1.45245 -0.19905 2.06676
C31 -2.17965 -1.54235 1.98686
C32 -2.23215 0.78785 1.19396
C33 -1.55365 0.26975 3.52216
H19 3.19535 -3.03545 2.08646
H20 3.26025 -1.34215 2.53396
H21 3.00865 -1.79205 0.84776
H22 1.12435 -4.20855 1.82786
H23 1.00695 -3.28465 0.33066
H24 -0.36195 -3.36045 1.41906
H25 1.61415 -3.12425 3.94486
H26 -0.01975 -2.49785 3.80656
H27 1.31425 -1.40755 4.18236
H28 0.90575 1.14365 4.15296
H29 2.30295 2.15785 3.81366
H30 2.47175 0.41185 3.79866
H31 -0.14115 2.63055 2.41006
H32 0.34505 2.52305 0.71836
H33 1.34445 3.39435 1.87246
H34 3.50895 0.54995 1.60986
H35 3.30625 2.29315 1.51366
H36 2.67505 1.25955 0.23756
H37 -2.13485 -1.95995 0.98766
H38 -3.23335 -1.40845 2.23826
H39 -1.76605 -2.26095 2.68586
H40 -2.16385 0.51185 0.14696
H41 -1.85335 1.79765 1.30396
H42 -3.28715 0.79385 1.47626
H43 -0.97195 -0.36345 4.18496
H44 -2.59625 0.21875 3.83926
H45 -1.22855 1.29785 3.64496

Forces on the atoms, in the same order (eV/Å):
1.8 -1.8 0.9
-1.0 2.5 0.3
0.8 -1.3 0.2
-0.1 0.7 0.0
-0.5 -0.6 0.1
0.5 0.0 -0.1
-0.2 -0.1 0.0
-1.0 1.0 0.1
-0.9 -1.9 0.0
1.7 2.4 0.1
0.2 -0.6 0.1
0.6 0.0 -0.3
-2.1 -2.7 0.6
1.9 1.5 -0.4
-1.3 0.7 0.3
0.0 0.1 0.0
0.2 -0.4 0.0
0.6 0.6 -0.2
-0.7 -0.1 0.1
1.4 -0.5 -0.1
-2.1 0.5 0.3
-0.1 0.0 0.0
0.0 0.1 0.0
0.1 0.0 0.0
0.1 0.0 -0.1
0.0 -0.1 -0.2
-0.2 0.0 -0.1
-0.1 -0.1 0.1
0.0 0.1 -0.1
0.1 0.1 0.2
0.1 -0.1 -0.2
0.1 -0.1 0.0
-0.1 -0.2 0.0
-0.2 0.1 0.0
0.0 0.2 0.0
-0.1 -0.1 -0.1
0.0 0.1 0.1
0.0 0.0 0.1
0.1 -0.1 0.0
-0.1 -0.1 -0.1
-0.2 0.3 0.2
0.1 -0.1 -0.5
0.0 0.0 0.0
0.0 0.0 0.0
0.0 0.1 0.1
0.1 0.0 0.1
-0.2 0.2 0.0
-0.2 0.4 -0.6
-0.1 0.2 -0.1
-0.2 0.3 -0.1
0.2 0.1 0.2
-0.1 -0.4 -0.5
-0.2 -0.3 -0.2
-0.2 -0.2 0.0
-0.2 -0.2 -0.1
0.3 0.0 -0.6
0.3 0.0 -0.1
0.2 0.0 -0.1
0.4 0.0 -0.2
0.0 -0.2 0.0
0.2 0.1 0.1
0.1 0.1 -0.2
0.1 -0.1 0.1
0.1 0.0 -0.1
-0.2 -0.1 0.0
0.1 -0.1 0.0
-0.2 0.0 0.1
0.0 0.1 0.2
-0.1 0.0 0.2
0.1 0.1 0.0
0.1 -0.1 0.1
-0.2 0.1 0.1
-0.1 0.1 -0.2
0.2 0.1 0.1
0.1 -0.1 0.0
0.0 0.1 0.1
0.0 0.0 -0.1
0.0 -0.2 -0.1
-0.1 0.1 0.0
0.0 -0.2 0.1
0.0 0.0 -0.1
0.0 0.2 0.0
-0.1 0.0 0.1
0.1 -0.1 0.2
-0.1 0.0 0.0
0.1 0.1 0.1

As for the HOMO energy: -0.257 hartree. For the HOMO-LUMO gap, the calculation gives 6.66 eV. The calculation puts the molar mass at 726.6 u. The total energy is -124444.9262 eV. The largest force on an atom is 3.53 eV/A.

---

This record from OMol25 describes a structure of composition C3H6N4O. The level of theory is the ωB97M-V functional and the def2-TZVPD basis.

Positions of all 14 atoms, in Å:
C1 0.78035 -0.75864 -0.11139
C2 -0.38019 1.22638 -0.10679
C3 0.84692 0.61691 -0.06847
H1 1.52269 -2.29057 0.95188
H2 2.61451 -1.03998 -0.03288
H3 -2.54307 -0.89228 -1.03806
H4 -3.25488 -0.33198 0.61405
H5 -0.94569 2.22139 0.16394
H6 1.91227 2.39301 -0.39453
N1 1.80330 -1.66781 -0.17935
N2 -0.63064 -1.02661 0.05490
N3 -1.20457 0.15073 0.27487
N4 -2.57580 0.04710 -0.18446
O1 2.05480 1.35235 0.05631

Forces on the atoms, in the same order (eV/Å):
-6.0 0.5 0.7
-3.1 0.1 2.9
2.2 4.1 -0.6
1.9 2.1 -4.5
0.0 -1.1 0.2
-0.2 3.8 3.6
2.4 0.9 -2.0
2.1 -1.7 -1.0
0.5 -4.9 2.0
-0.7 -2.2 4.7
5.3 -1.1 0.4
-1.6 -0.9 -2.8
-1.7 -3.1 -1.3
-1.1 3.5 -2.4

As for the HOMO energy: -0.306 hartree. For the HOMO-LUMO gap, the calculation gives 8.74 eV. For the energy above the lowest of the compared OMol25 structures with the same formula, charge and spin, the calculation gives 6.575 eV. The calculation puts the molar mass at 114.1 u. The total energy is -11210.2014 eV. The largest force on an atom is 6.10 eV/A.